The following is a DFT calculation (ωB97M-V/def2-TZVPD) of a cluster of 5 separate species, C51H51BrF11O14P in total at a distorted geometry.

CARTESIAN COORDINATES (ANGSTROEM)
C 0.776 -1.815 2.911
C 1.175 -1.863 1.792
C 1.733 -2.228 0.540
C 2.970 -1.738 0.140
Br 3.821 -0.578 1.377
C 3.527 -2.104 -1.067
C 4.868 -1.488 -1.447
C 4.586 -0.209 -2.302
C 4.166 1.009 -1.518
C 2.861 1.408 -1.566
C 2.425 2.494 -0.851
C 3.280 3.210 -0.049
C 4.606 2.797 -0.035
C 5.054 1.727 -0.744
C 2.872 -3.017 -1.901
P 3.714 -3.538 -3.424
O 4.801 -4.443 -3.039
O 4.411 -2.309 -4.234
O 2.758 -4.245 -4.480
C 1.623 -3.486 -1.505
C 1.088 -3.072 -0.314
C -0.277 -3.655 0.004
O -0.453 -4.227 1.044
C -1.252 -3.550 -1.150
C -0.724 -3.971 -2.339
C -1.473 -3.943 -3.508
C -0.858 -4.401 -4.815
F -0.575 -5.696 -4.856
F 0.245 -3.652 -5.024
F -1.657 -4.148 -5.874
C -2.740 -3.453 -3.398
F -3.508 -3.399 -4.479
C -3.272 -2.993 -2.222
C -4.681 -2.424 -2.337
O -5.664 -3.397 -1.988
C -6.859 -2.744 -1.684
C -7.558 -2.166 -2.720
C -8.743 -1.543 -2.441
C -9.233 -1.459 -1.157
C -8.494 -2.017 -0.149
C -7.314 -2.673 -0.400
C -2.547 -3.043 -1.061
C -3.099 -2.518 0.247
F -2.714 -3.227 1.316
F -4.452 -2.473 0.305
C -2.569 -1.020 0.481
F -1.878 -0.578 -0.585
F -1.697 -1.047 1.509
C -3.667 -0.011 0.892
F -4.545 0.247 -0.073
F -3.027 1.162 1.134
F -4.264 -0.352 2.032
C 0.746 -4.436 -2.304
O 1.126 -5.463 -2.777
H 0.334 -1.785 3.875
H 5.392 -2.198 -2.085
H 5.458 -1.231 -0.572
H 5.430 0.019 -2.958
H 3.758 -0.441 -2.971
H 2.113 0.909 -2.172
H 1.395 2.828 -0.894
H 2.938 4.051 0.536
H 5.322 3.357 0.560
H 6.085 1.395 -0.726
H 3.686 -1.864 -4.708
H 3.234 -4.444 -5.299
H -4.753 -1.553 -1.683
H -4.822 -2.035 -3.347
H -7.202 -2.188 -3.741
H -9.335 -1.096 -3.231
H -10.169 -0.946 -0.986
H -8.848 -1.937 0.873
H -6.751 -3.117 0.408
C 0.770 6.790 -4.253
C 1.714 5.895 -3.477
O 1.178 4.579 -3.313
C 1.316 3.600 -4.224
C 1.797 3.943 -5.614
O 0.988 2.482 -3.930
H 0.608 6.421 -5.266
H 1.168 7.803 -4.316
H -0.204 6.824 -3.764
H 2.710 5.857 -3.920
H 1.840 6.286 -2.468
H 0.933 4.121 -6.253
H 2.356 3.094 -5.999
H 2.461 4.803 -5.653
C -4.668 2.312 3.720
C -3.612 3.013 4.547
O -4.114 4.211 5.147
C -4.767 4.237 6.325
C -5.259 2.940 6.924
O -5.005 5.294 6.839
H -5.511 1.991 4.334
H -4.250 1.445 3.231
H -5.064 2.989 2.961
H -3.171 2.357 5.300
H -2.796 3.332 3.899
H -6.285 2.768 6.603
H -5.236 3.036 8.007
H -4.650 2.075 6.672
C 2.678 5.998 3.500
C 4.183 6.141 3.565
O 4.735 6.339 2.260
C 4.847 7.543 1.664
C 4.107 8.725 2.246
O 5.474 7.635 0.646
H 2.206 6.902 3.114
H 2.262 5.789 4.486
H 2.410 5.183 2.827
H 4.505 6.928 4.248
H 4.616 5.213 3.935
H 3.138 8.812 1.757
H 4.688 9.621 2.045
H 3.966 8.674 3.323
C 3.993 -7.638 3.516
C 2.721 -7.341 4.282
O 2.632 -5.960 4.643
C 2.130 -5.009 3.829
C 1.908 -5.324 2.371
O 1.938 -3.909 4.271
H 4.029 -7.094 2.572
H 4.072 -8.704 3.302
H 4.863 -7.330 4.096
H 1.827 -7.660 3.744
H 2.727 -7.888 5.224
H 2.795 -5.035 1.807
H 1.057 -4.740 2.022
H 1.676 -6.368 2.173

Values from the calculation:
Frontier orbital gap = 7.902 eV
Net charge = 0
Lowest unoccupied orbital energy = -0.9576 eV
Molecular weight = 1207.8 g/mol
HOMO = -8.8597 eV